Run w
{"formula": "C4H12N2O", "method": "ωB97M-V/def2-TZVPD", "homo_energy_ev": -8.57, "e_lumo_ev": 0.87, "total_charge": 0, "smiles": "C[C@@H](CO)NCN", "gap_ev": 9.4, "symbols": ["C", "C", "C", "O", "N", "C", "N", "H", "H", "H", "H", "H", "H", "H", "H", "H", "H", "H", "H"], "xyz": [[0.90, -1.59, 0.66], [-0.09, -0.49, 0.34], [-0.53, 0.23, 1.62], [-0.99, -0.69, 2.58], [0.39, 0.54, -0.57], [0.18, 0.35, -1.97], [0.16, 1.60, -2.72], [1.75, -1.17, 1.17], [0.41, -2.29, 1.32], [1.20, -2.11, -0.25], [-1.04, -0.83, -0.09], [-1.23, 1.02, 1.30], [0.34, 0.77, 2.01], [-1.72, -0.34, 3.08], [1.26, 0.93, -0.27], [0.98, -0.24, -2.41], [-0.80, -0.09, -2.15], [-0.51, 2.21, -2.26], [1.04, 2.10, -2.69]]}

---

Run x
{"formula": "C4H12N2O", "method": "ωB97M-V/def2-TZVPD", "homo_energy_ev": [-8.25, -7.88], "e_lumo_ev": [0.75, 0.78], "total_charge": 0, "gap_ev": [9.0, 8.7], "symbols": ["C", "C", "C", "C", "N", "N", "O", "H", "H", "H", "H", "H", "H", "H", "H", "H", "H", "H", "H"], "xyz": [[-2.12, 1.02, 0.34], [-1.54, -1.32, 0.45], [2.16, -1.15, -0.15], [1.67, 1.36, -0.45], [-1.29, -0.04, -0.09], [1.57, 0.10, 0.26], [0.52, 0.04, 1.06], [-2.28, 1.81, -0.46], [-3.12, 0.60, 0.51], [-1.62, 1.48, 1.25], [-2.46, -1.88, 0.33], [-0.82, -1.92, 0.04], [-1.30, -1.43, 1.55], [1.38, -2.02, -0.09], [2.42, -1.17, -1.20], [3.08, -1.51, 0.45], [1.42, 2.06, 0.33], [2.68, 1.44, -0.81], [0.83, 1.33, -1.18]]}

---

Run y
{"formula": "C4H12N2O", "method": "ωB97M-V/def2-TZVPD", "homo_energy_ev": -9.30, "e_lumo_ev": 1.00, "total_charge": 0, "smiles": "[H]/N=C/NCCC.O", "gap_ev": 10.3, "symbols": ["H", "N", "C", "N", "C", "C", "C", "H", "H", "H", "H", "H", "H", "H", "H", "H", "O", "H", "H"], "xyz": [[1.77, -1.82, -2.68], [1.03, -1.48, -2.07], [1.45, -0.59, -1.28], [0.67, -0.11, -0.26], [0.43, 1.32, -0.11], [-0.14, 1.65, 1.27], [-1.49, 1.00, 1.52], [2.49, -0.24, -1.28], [-0.16, -0.67, -0.12], [1.35, 1.86, -0.31], [-0.34, 1.62, -0.84], [-0.22, 2.74, 1.34], [0.56, 1.35, 2.05], [-1.46, -0.09, 1.49], [-2.27, 1.34, 0.84], [-1.81, 1.22, 2.55], [-0.99, -2.94, -0.57], [-0.44, -3.69, -0.31], [-0.44, -2.47, -1.24]]}

---

Most stable one: run y, least stable one: run x.

---

Run w
{"formula": "C4H12N2O", "method": "ωB97M-V/def2-TZVPD", "homo_energy_ev": -7.89, "e_lumo_ev": 0.68, "total_charge": 0, "smiles": "C[NH2+]C[O-].C=CN", "gap_ev": 8.6, "symbols": ["C", "N", "C", "O", "H", "H", "H", "H", "H", "H", "H", "C", "C", "N", "H", "H", "H", "H", "H"], "xyz": [[-1.22, 1.69, -0.71], [-0.31, 0.71, -1.20], [-0.99, -0.96, -1.47], [-0.14, -1.81, -1.91], [-2.03, 1.90, -1.44], [-0.73, 2.68, -0.59], [-1.69, 1.32, 0.21], [0.57, 0.54, -0.52], [-0.05, 0.78, -2.21], [-1.85, -0.61, -2.10], [-1.37, -1.09, -0.39], [0.91, -0.89, 2.64], [0.77, -0.86, 1.30], [1.55, -0.02, 0.42], [0.65, -1.81, 3.16], [1.34, -0.09, 3.24], [0.31, -1.65, 0.74], [2.02, 0.72, 0.90], [2.26, -0.56, -0.07]]}

---

Run x
{"formula": "C4H12N2O", "method": "ωB97M-V/def2-TZVPD", "homo_energy_ev": -9.26, "e_lumo_ev": 1.04, "total_charge": 0, "smiles": "[H]/N=C/NCCC.O", "gap_ev": 10.3, "symbols": ["H", "N", "C", "N", "C", "C", "C", "H", "H", "H", "H", "H", "H", "H", "H", "H", "O", "H", "H"], "xyz": [[2.99, 0.74, 1.10], [2.17, 0.53, 0.54], [1.54, -0.56, 0.77], [1.00, -1.29, -0.31], [-0.34, -1.75, -0.02], [-1.61, -0.88, -0.30], [-1.54, 0.50, 0.28], [1.26, -1.04, 1.70], [1.22, -0.83, -1.19], [-0.46, -2.08, 1.01], [-0.44, -2.78, -0.53], [-1.78, -0.77, -1.38], [-2.38, -1.46, 0.20], [-1.20, 0.24, 1.34], [-1.05, 1.21, -0.36], [-2.53, 0.89, 0.55], [0.78, 3.10, -1.50], [0.80, 3.66, -0.71], [1.58, 2.57, -1.21]]}

---

Most stable one: run x, least stable one: run w.